1.
This record from the Open Molecules 2025 dataset describes a structure of composition C18H18ClN5OS in a non-equilibrium geometry. The level of theory is ωB97M-V with the def2-TZVPD basis set.

Results
orbital gap: 8.226 eV
LUMO level: 0.07 eV
max |F|: 16.252 eV/A
HOMO energy: -8.156 eV
E: -51799.755 eV
ΔE to the lowest compared entry with this formula, charge and spin: 349.91 kcal per mole

```
44
Properties=species:S:1:pos:R:3:forces:R:3:lowdin_charge:R:1
C -1.60358 -3.20745 0.53492 -1.747 -0.905 -0.204 -0.018
C -0.77653 -1.93021 0.49389 -3.508 -4.247 2.046 -0.324
N 0.16950 -1.50881 1.30759 -2.639 -9.576 2.494 0.036
N 0.47147 -0.37960 1.03279 0.786 7.762 -5.424 -0.034
C -0.26786 -0.09282 -0.10509 1.823 7.450 1.629 -0.497
N -1.22127 -0.96420 -0.31333 2.715 0.296 1.114 -0.013
C -2.24047 -0.91865 -1.24787 3.995 5.454 -4.742 -0.137
C -3.55887 -0.61909 -0.96075 -0.866 -4.506 -1.506 -0.355
C -4.57513 -1.56085 -1.18029 -0.983 -1.222 0.312 -0.082
C -5.74335 -1.48970 -0.53894 -3.211 1.750 1.126 -0.016
C -6.12277 -0.16029 0.30169 -4.087 -8.285 -1.932 -0.057
C -5.18897 0.68355 0.43185 6.120 -3.239 -3.626 -0.072
C -3.80540 0.26736 -0.13836 -2.488 13.029 7.487 -0.010
H -3.04371 1.27827 0.20124 -1.584 -3.714 -1.244 0.186
H -5.31110 1.41980 1.03742 -0.097 5.052 3.503 0.038
H -7.11599 -0.28351 0.84534 1.388 0.886 -0.916 0.122
H -6.50706 -2.34593 -0.67734 1.257 1.698 0.461 0.122
H -4.34269 -2.48840 -1.63740 0.271 -0.650 -0.844 0.106
H -1.79355 0.18461 -2.09421 -1.221 -3.180 2.305 0.210
H -2.11836 -1.64643 -1.91295 0.360 -3.406 -2.638 0.087
S -0.22426 1.64852 -0.78156 0.292 -0.749 1.912 0.890
C 0.83817 2.56266 0.66963 3.375 -3.730 -1.709 -0.366
C 0.65786 4.07003 0.58683 -6.231 -5.007 -4.859 -0.127
H -0.45026 4.19087 0.91349 1.863 0.638 -0.963 0.116
H 1.26765 4.60303 1.05558 5.103 3.955 5.248 -0.022
H 1.00601 4.41717 -0.44028 -1.408 -0.721 0.655 0.107
C 2.40436 1.99977 0.07347 -1.618 13.441 -2.307 -0.317
O 3.08605 3.16135 -0.56617 -2.780 -6.891 2.889 -0.215
N 2.73668 0.90933 0.55069 6.229 -0.427 -1.679 0.161
C 4.07520 0.31485 0.24642 -2.946 11.671 -2.974 -0.375
N 4.12606 -0.79845 0.53461 1.707 -15.838 3.221 0.138
C 5.19920 -1.60818 0.27288 -0.278 2.405 1.834 -0.055
C 6.37339 -0.98223 -0.19339 -1.307 -8.530 2.655 -0.759
C 6.25448 0.16876 -0.66961 0.872 11.167 -4.650 -0.149
C 5.07422 0.93794 -0.44866 2.352 5.071 -1.718 0.039
H 5.05168 2.23001 -0.73583 -0.354 -4.503 0.798 0.203
H 7.15345 0.76337 -1.29919 -2.439 -1.886 2.026 0.187
Cl 7.78218 -1.92790 -0.16763 1.074 -0.377 -0.258 0.722
H 5.21664 -2.56026 0.76921 -0.128 -0.439 -0.328 0.105
H 2.02868 0.44667 0.99915 -2.011 -2.644 1.758 0.037
H 0.82409 1.91602 1.63370 -1.008 1.682 -1.427 0.115
H -1.39852 -3.78307 1.46503 0.649 -0.155 -1.227 0.082
H -1.61829 -3.72779 -0.49014 0.926 0.075 1.695 0.096
H -2.76903 -3.19013 0.64157 1.786 1.344 0.006 0.098
```
Positions in Å, forces in eV/Å.

=====

2.
This record from the Open Molecules 2025 dataset describes an isolated molecule of C20H21N3O2. The level of theory is ωB97M-V with the def2-TZVPD basis set.

Results
orbital gap: 8.628 eV
SMILES: CCCNC(=O)CCn1nc(-c2ccccc2)c2ccccc2c1=O
LUMO level: -0.02 eV
max |F|: 0.944 eV/A
HOMO energy: -8.643 eV
E: -29647.291 eV
ΔE to the lowest compared entry with this formula, charge and spin: 21.66 kcal per mole

```
46
Properties=species:S:1:pos:R:3:forces:R:3:lowdin_charge:R:1
C -2.16251 -1.16361 -3.17125 0.118 0.049 0.223 -0.104
C -1.76918 -0.45592 -1.88221 -0.128 0.179 -0.192 -0.241
C -2.12873 1.03055 -1.92572 -0.053 -0.246 -0.030 -0.184
N -1.76150 1.70334 -0.70177 0.323 -0.047 -0.295 0.065
C -2.67034 2.12116 0.20961 0.503 0.402 0.275 -0.502
O -3.86445 2.11590 0.01129 -0.526 -0.083 0.047 0.068
C -2.04233 2.60210 1.51296 -0.136 -0.237 -0.006 -0.079
C -1.84664 1.42295 2.47058 -0.274 0.336 0.174 -0.108
N -0.98472 0.40206 1.90016 -0.312 -0.534 0.019 -0.050
N 0.19508 0.83384 1.46367 0.899 0.259 -0.124 0.160
C 1.04669 0.03096 0.91157 -0.465 0.223 0.234 -0.182
C 2.33552 0.62424 0.51911 0.283 0.162 -0.099 -0.175
C 2.37227 1.82768 -0.17894 -0.023 -0.144 0.013 -0.025
C 3.58198 2.39069 -0.54017 0.036 0.085 -0.027 -0.075
C 4.76952 1.76439 -0.20028 0.046 0.021 -0.002 -0.085
C 4.74210 0.57749 0.51287 0.104 -0.021 0.006 -0.075
C 3.53398 0.00855 0.87188 -0.106 0.065 0.000 -0.044
C 0.73263 -1.35823 0.67603 -0.526 -0.341 0.158 -0.101
C 1.53747 -2.23417 -0.06312 0.046 0.056 -0.001 -0.018
C 1.14027 -3.53667 -0.26314 0.059 0.025 -0.034 -0.058
C -0.06596 -4.00115 0.25834 -0.066 0.021 0.033 -0.057
C -0.88518 -3.14721 0.96064 -0.058 0.089 0.060 0.002
C -0.50044 -1.82169 1.16672 0.424 -0.119 -0.183 -0.072
C -1.41672 -0.91139 1.85964 -0.043 0.127 0.077 -0.375
O -2.48051 -1.24178 2.34850 -0.086 -0.203 -0.022 0.075
H -1.89566 -2.21634 -3.12076 -0.008 -0.107 -0.083 0.068
H -1.65211 -0.71859 -4.02275 0.026 0.004 -0.147 0.072
H -3.23446 -1.08637 -3.33371 -0.131 -0.023 -0.078 0.075
H -2.28287 -0.91947 -1.03715 0.041 0.028 0.072 0.111
H -0.69199 -0.56311 -1.72041 0.005 -0.018 0.079 0.102
H -1.62342 1.51311 -2.76960 -0.109 -0.035 -0.002 0.124
H -3.20780 1.15548 -2.03819 0.116 0.023 -0.084 0.123
H -0.78735 1.67933 -0.43961 -0.149 0.066 0.100 0.099
H -2.72094 3.31433 1.98093 0.028 -0.008 -0.061 0.123
H -1.08181 3.08209 1.32360 -0.033 0.040 0.022 0.106
H -2.80105 0.93590 2.68320 0.198 0.114 0.013 0.127
H -1.40384 1.78022 3.40543 -0.071 -0.078 -0.052 0.130
H 1.44688 2.31811 -0.44231 -0.085 0.051 -0.017 0.103
H 3.59861 3.32124 -1.08790 -0.001 0.071 -0.047 0.105
H 5.71416 2.20371 -0.48376 0.075 0.035 -0.025 0.103
H 5.66590 0.09394 0.79428 0.073 -0.029 0.031 0.105
H 3.51727 -0.90335 1.45116 0.001 -0.088 0.021 0.119
H 2.46244 -1.87572 -0.48890 0.049 -0.017 -0.017 0.111
H 1.76753 -4.20487 -0.83474 0.054 -0.036 -0.049 0.108
H -0.36088 -5.02698 0.09739 -0.039 -0.080 -0.009 0.107
H -1.83689 -3.46676 1.35685 -0.077 -0.034 0.031 0.122
```
Positions in Å, forces in eV/Å.

=====

3.
This record from the Open Molecules 2025 dataset describes a cluster of 2 separate species, C2H7O2 in total in a non-equilibrium geometry. The level of theory is ωB97M-V with the def2-TZVPD basis set.

Results
orbital gap: 7.606 eV
LUMO level: 4.66 eV
total charge: -1
max |F|: 1.186 eV/A
HOMO energy: -2.944 eV
E: -6282.593 eV
ΔE to the lowest compared entry with this formula, charge and spin: 2.27 kcal per mole

```
11
Properties=species:S:1:pos:R:3:forces:R:3:lowdin_charge:R:1
O -0.77085 1.86228 -2.25865 -0.131 -0.121 -0.121 -0.187
H -0.28802 1.47661 -1.42740 0.162 0.042 0.164 -0.034
C 0.07164 -0.34856 0.09676 -0.601 -0.459 0.236 -0.588
O 0.44964 0.89786 -0.21483 -0.304 0.654 -0.014 -0.314
C 0.46512 -0.76151 1.52284 0.030 0.292 -0.167 -0.148
H 0.49335 -1.07792 -0.58836 0.653 -0.858 -0.494 0.063
H -1.02274 -0.61854 0.01051 -0.109 0.558 0.007 0.082
H -1.09161 1.07261 -2.70517 0.025 0.087 0.017 -0.021
H -0.15759 -0.21534 2.24072 0.222 0.036 0.019 0.050
H 1.51087 -0.45280 1.61877 -0.042 -0.179 0.367 0.052
H 0.34019 -1.83469 1.70481 0.095 -0.053 -0.014 0.043
```
Positions in Å, forces in eV/Å.

=====

4.
This record from the Open Molecules 2025 dataset describes a cluster of 2 separate species, C5H9NO2S in total in a non-equilibrium geometry. The level of theory is ωB97M-V with the def2-TZVPD basis set.

Results
orbital gap: 9.605 eV
LUMO level: 0.55 eV
max |F|: 5.035 eV/A
HOMO energy: -9.056 eV
E: -21746.961 eV
ΔE to the lowest compared entry with this formula, charge and spin: 108.39 kcal per mole

```
18
Properties=species:S:1:pos:R:3:forces:R:3:lowdin_charge:R:1
C 0.91565 1.25831 -2.14984 0.891 0.240 -0.447 0.116
C 0.96402 0.36046 -1.36029 -1.600 -0.596 -0.059 -0.158
C -0.10542 -1.77534 -0.95186 -0.301 2.038 -1.091 0.075
C 2.25275 -1.21217 -0.18155 -1.292 -4.677 1.344 -0.050
C 0.88045 -0.92768 -0.75034 2.106 0.525 0.183 -0.403
N -2.04458 2.26438 1.76922 0.433 -0.494 -1.424 -0.172
O -2.55142 -0.11959 0.93965 2.682 -0.714 0.160 -0.302
O -0.39515 0.27510 1.95851 0.399 0.075 0.497 -0.434
S -1.23460 0.94253 1.00161 -2.380 0.060 -0.262 0.838
H 1.33283 1.72585 -2.99660 -0.267 0.906 -0.344 0.027
H -0.92399 -1.43352 -1.57376 -0.275 -0.357 0.345 0.087
H -3.46757 0.06461 0.88744 -1.243 1.339 -0.084 0.030
H 0.03620 -2.75064 -0.66567 -0.180 -2.204 0.700 0.049
H 2.97252 -0.70534 -0.69511 1.948 1.326 -1.487 0.036
H 2.54915 -2.35892 -0.16899 -0.795 2.117 -0.376 0.128
H 2.34566 -0.97205 0.84644 -0.160 0.668 1.107 0.063
H -1.70050 3.13254 1.35211 -0.086 -0.295 0.198 0.044
H -1.82599 2.23144 2.73901 0.120 0.044 1.039 0.028
```
Positions in Å, forces in eV/Å.

=====

5.
This record from the Open Molecules 2025 dataset describes the ion C20H10Cl4F3O4S with charge -1 in a non-equilibrium geometry. The level of theory is ωB97M-V with the def2-TZVPD basis set.

Results
orbital gap: 6.338 eV
SMILES: O=S(=O)(c1ccccc1)[C@@H](Oc1c(Cl)c(Cl)c([O-])c(Cl)c1Cl)c1ccc(C(F)(F)F)cc1
LUMO level: 2.45 eV
total charge: -1
max |F|: 2.071 eV/A
HOMO energy: -3.885 eV
E: -98170.974 eV
ΔE to the lowest compared entry with this formula, charge and spin: 0.00 kcal per mole

```
42
Properties=species:S:1:pos:R:3:forces:R:3:lowdin_charge:R:1
O -0.05340 2.87117 0.55404 0.215 1.517 0.232 -0.313
S -1.03647 1.86048 0.78777 -0.773 -1.469 -0.303 0.753
O -2.40334 1.90952 0.27218 1.342 0.339 0.406 -0.293
C -1.14485 1.57206 2.53924 -0.196 0.498 0.152 -0.302
C -2.11120 0.67384 2.97660 0.034 -0.105 0.068 -0.091
C -2.15395 0.34345 4.32886 -0.085 0.216 -0.200 -0.087
C -1.30249 0.99258 5.22482 0.023 -0.172 -0.107 -0.085
C -0.40129 1.96670 4.78680 -0.067 0.136 -0.187 -0.080
C -0.32843 2.28539 3.42957 -0.084 -0.508 -0.245 -0.051
C -0.19879 0.36462 0.08366 0.085 0.984 1.483 -0.332
O -1.14893 -0.62825 0.26696 -0.698 0.528 0.150 -0.128
C -0.58265 -1.86333 0.18380 0.168 -0.968 -0.118 -0.371
C -0.69194 -2.51809 -1.05982 0.926 -0.475 0.894 -0.628
Cl -1.57112 -1.76028 -2.32840 -0.216 0.045 -0.163 0.748
C -0.04837 -3.72300 -1.25012 0.306 0.132 1.839 -0.652
Cl -0.10460 -4.55168 -2.72751 -0.048 -0.450 -0.612 0.679
C 0.56405 -4.43613 -0.09357 -0.993 1.342 0.240 -0.523
O 0.82944 -5.62532 -0.14477 0.741 -1.079 -0.174 -0.070
C 0.70647 -3.65314 1.16595 -0.638 -0.073 -1.968 -0.660
Cl 1.41576 -4.44925 2.48004 0.425 -0.375 0.627 0.681
C 0.13305 -2.40718 1.27847 -0.262 -0.286 -1.497 -0.613
Cl 0.34099 -1.47678 2.70797 -0.064 0.132 0.407 0.773
C 0.25598 0.66123 -1.33131 1.374 0.605 0.225 -0.187
C 1.36234 -0.06690 -1.80148 0.040 -0.107 -0.132 -0.009
C 1.85094 0.13084 -3.09816 -0.103 0.028 0.516 0.005
C 1.35305 1.19115 -3.84775 -0.040 -0.207 -0.542 -0.135
C 1.90994 1.45250 -5.22467 0.097 -0.200 -0.417 -0.522
F 0.96637 1.94742 -6.08224 0.735 -0.244 0.557 0.109
F 2.41017 0.31914 -5.80439 -0.297 0.884 0.356 0.109
F 2.93345 2.35992 -5.19392 -0.613 -0.492 -0.168 0.113
C 0.38326 2.04348 -3.33474 -0.088 -0.191 0.521 0.002
C -0.14362 1.78725 -2.06353 -0.140 0.344 -0.751 -0.017
H -2.80608 0.24124 2.25287 0.374 -0.006 0.259 0.125
H -2.85366 -0.43146 4.64529 0.209 0.322 0.124 0.111
H -1.34229 0.73013 6.27847 0.042 0.046 -0.123 0.101
H 0.25372 2.48121 5.49521 -0.303 -0.178 -0.201 0.104
H 0.33665 3.06130 3.04374 -0.112 -0.377 0.128 0.113
H 0.65637 0.13057 0.80036 -0.647 0.681 -1.102 0.132
H 1.90269 -0.74998 -1.12501 -0.661 0.036 -0.485 0.139
H 2.62003 -0.53201 -3.49662 -0.142 0.332 0.136 0.126
H 0.03395 2.91602 -3.89597 0.222 -0.381 0.201 0.126
H -0.79120 2.57952 -1.67869 -0.091 -0.805 -0.027 0.103
```
Positions in Å, forces in eV/Å.

=====

6.
This record from the Open Molecules 2025 dataset describes a cluster of 2 separate species, C5H8O2 in total in a non-equilibrium geometry. The level of theory is ωB97M-V with the def2-TZVPD basis set.

Results
orbital gap: 10.270 eV
SMILES: O=C1C[C@@]2(O)C[C@@H]12.[H][H]
LUMO level: 0.65 eV
max |F|: 1.171 eV/A
HOMO energy: -9.621 eV
E: -9406.196 eV
ΔE to the lowest compared entry with this formula, charge and spin: 83.86 kcal per mole

```
15
Properties=species:S:1:pos:R:3:forces:R:3:lowdin_charge:R:1
O -0.89309 -1.99101 -0.96537 0.574 0.368 0.057 0.052
C -0.54014 -0.99404 -0.38882 0.471 -0.514 -0.553 -0.490
C 0.29536 -0.75968 0.88313 0.227 -0.160 -0.021 -0.005
C 0.53229 0.66279 0.35584 0.045 -0.185 -0.146 -0.466
O 0.65237 1.78667 1.14536 0.170 -0.024 0.087 0.048
C 1.02619 0.59767 -1.04879 0.346 0.116 -0.071 -0.007
C -0.46461 0.46564 -0.76573 -0.197 -0.038 -0.167 -0.089
H -0.28322 -0.73918 1.81675 -0.069 -0.110 -0.396 0.128
H 1.13595 -1.44973 0.97444 0.137 0.134 0.161 0.120
H 1.58657 1.89021 1.36972 -0.177 0.067 -0.005 0.113
H 1.30244 1.53889 -1.50899 -0.007 -0.025 0.078 0.118
H 1.56622 -0.27801 -1.40569 0.020 0.229 0.034 0.121
H -1.19358 1.14497 -1.19780 0.129 -0.248 0.021 0.150
H -2.36158 -1.23705 0.14654 -0.894 0.399 0.642 0.103
H -2.36118 -0.63814 0.58943 -0.774 -0.009 0.278 0.104
```
Positions in Å, forces in eV/Å.

=====

Among the records above, which one has the highest LUMO level?
C2H7O2

=====

The lowest HOMO energy belongs to which entry?
C5H8O2